{"formula": "C30H47BaBrN4OP2", "method": "ωB97M-V with the def2-TZVPD basis set", "elements": ["Ba", "Br", "P", "P", "O", "N", "N", "N", "N", "C", "C", "C", "C", "C", "C", "C", "C", "C", "C", "C", "C", "C", "C", "C", "C", "C", "C", "C", "C", "C", "C", "C", "C", "C", "C", "C", "C", "C", "C", "H", "H", "H", "H", "H", "H", "H", "H", "H", "H", "H", "H", "H", "H", "H", "H", "H", "H", "H", "H", "H", "H", "H", "H", "H", "H", "H", "H", "H", "H", "H", "H", "H", "H", "H", "H", "H", "H", "H", "H", "H", "H", "H", "H", "H", "H", "H"], "xyz": [[0.61, 1.13, 0.55], [1.97, -1.49, 0.69], [6.11, -0.81, -1.18], [-0.74, -1.84, -1.00], [-0.55, -0.48, 2.77], [-0.99, 1.71, 2.64], [-1.33, 0.60, 4.70], [-1.49, 3.91, 2.29], [-7.02, 5.45, -6.59], [-0.10, -2.50, -3.75], [-1.47, 1.41, -3.57], [5.25, -1.30, -2.73], [-6.42, 4.28, -6.85], [-1.29, 0.15, -1.50], [-1.99, 2.87, 4.47], [-5.33, 4.27, -4.68], [6.08, -2.07, 1.35], [-2.39, -2.21, -1.73], [-0.97, 0.55, 3.37], [-3.55, -1.82, -0.79], [-5.55, 3.66, -5.94], [-1.21, -0.55, 5.60], [-0.74, 0.58, -2.72], [6.54, 1.93, -1.30], [-6.82, 6.05, -5.40], [0.39, -2.61, -2.32], [-3.47, 2.77, -4.04], [-1.66, -4.40, 0.08], [-2.87, 2.04, -1.70], [-4.42, 3.68, -3.70], [-6.00, 5.49, -4.42], [5.92, -2.49, -3.42], [-1.51, 2.83, 3.15], [-1.81, 1.76, 5.22], [-2.62, 2.08, -3.10], [-2.15, 1.12, -0.90], [5.26, -1.86, 0.06], [5.48, 0.90, -0.89], [-0.65, -3.28, 0.20], [-3.98, -2.70, -0.29], [-1.19, 1.50, -4.62], [-2.24, 4.59, 2.44], [-3.67, 2.65, -1.26], [6.27, -1.11, 1.88], [-2.19, -0.74, 6.05], [6.27, 2.92, -0.90], [-5.85, 6.02, -3.48], [1.37, -2.15, -2.15], [-3.23, -1.09, -0.02], [-6.65, 3.79, -7.81], [4.28, -1.43, 0.29], [-1.76, -4.80, -0.94], [6.61, 2.01, -2.40], [7.04, -2.55, 1.10], [-0.92, -3.20, -3.95], [-3.30, 2.56, -5.11], [7.53, 1.65, -0.91], [-2.44, 3.78, 4.87], [-0.68, -2.79, 1.18], [-4.35, -1.33, -1.38], [5.52, -2.73, 2.02], [5.25, 0.97, 0.18], [-2.65, -4.08, 0.43], [0.73, -2.73, -4.42], [5.26, -0.42, -3.38], [-2.42, -3.28, -2.00], [0.51, -3.67, -2.03], [-0.84, -1.45, 5.10], [-2.02, 1.67, 6.29], [7.01, -2.37, -3.46], [-0.45, -1.48, -3.97], [0.36, -3.68, 0.10], [-2.23, 1.23, 0.21], [5.70, -3.43, -2.91], [-2.44, -1.63, -2.67], [4.55, 1.02, -1.45], [0.28, 0.32, -3.02], [5.08, -2.84, -0.42], [-4.55, 4.03, -2.68], [-5.08, 2.71, -6.21], [4.21, -1.53, -2.47], [-1.50, 3.57, 1.32], [-0.54, -0.31, 6.43], [5.56, -2.58, -4.45], [-1.35, -5.23, 0.71], [-7.34, 6.99, -5.23]], "lowdin_charge": [1.62, 0.03, 0.94, 1.03, -0.10, -0.05, -0.03, 0.15, 0.07, -0.13, 0.00, -0.45, -0.11, -0.38, 0.02, -0.22, -0.17, -0.37, -0.51, -0.11, -0.01, 0.02, -0.15, -0.18, -0.11, -0.32, -0.04, -0.11, 0.00, -0.01, -0.01, -0.17, -0.37, 0.01, -0.20, -0.20, -0.50, -0.46, -0.39, 0.08, 0.14, 0.13, 0.12, 0.07, 0.11, 0.06, 0.11, 0.05, 0.06, 0.12, -0.10, 0.08, 0.07, 0.07, 0.09, 0.12, 0.07, 0.13, 0.05, 0.09, 0.07, 0.07, 0.07, 0.10, 0.07, 0.09, 0.10, 0.10, 0.16, 0.07, 0.05, 0.05, 0.08, 0.06, 0.09, 0.05, 0.13, 0.08, 0.11, 0.10, 0.05, 0.09, 0.11, 0.07, 0.10, 0.12], "total_charge": 2, "orbital_gap_ev": 4.7, "e_above_lowest_kcal_mol": 34.8, "homo_energy_ev": -11.31, "energy_ha": -4747.30201}


{"formula": "C30H48Br19O4PS", "method": "ωB97M-V with the def2-TZVPD basis set", "elements": ["Br", "Br", "Br", "Br", "Br", "Br", "Br", "Br", "Br", "Br", "Br", "Br", "Br", "Br", "Br", "Br", "Br", "Br", "Br", "S", "P", "O", "O", "O", "O", "C", "C", "C", "C", "C", "C", "C", "C", "C", "C", "C", "C", "C", "C", "C", "C", "C", "C", "C", "C", "C", "C", "C", "C", "C", "C", "C", "C", "C", "C", "H", "H", "H", "H", "H", "H", "H", "H", "H", "H", "H", "H", "H", "H", "H", "H", "H", "H", "H", "H", "H", "H", "H", "H", "H", "H", "H", "H", "H", "H", "H", "H", "H", "H", "H", "H", "H", "H", "H", "H", "H", "H", "H", "H", "H", "H", "H", "H"], "xyz": [[3.84, 1.87, -5.56], [-1.61, 3.70, 1.27], [-7.33, -0.70, 4.97], [6.44, 7.92, -1.27], [-1.69, -4.64, -4.04], [2.09, 7.75, 2.21], [-1.41, -6.88, 4.87], [-2.50, -8.10, -3.05], [-4.83, -0.75, -0.69], [-6.84, -3.09, 1.09], [-3.88, -1.71, 5.80], [3.20, 6.15, -1.12], [-1.26, -0.80, -1.59], [0.07, -3.81, 6.30], [-4.23, -5.22, -0.44], [-0.48, 10.40, 2.06], [1.65, 2.59, 2.59], [7.06, 3.66, -5.64], [2.70, 2.17, -1.38], [3.84, -3.40, -4.88], [2.32, -2.16, -5.16], [-0.34, -2.40, -0.37], [1.75, -0.21, 0.79], [0.83, 0.77, -4.04], [2.55, -1.97, 2.87], [3.64, -1.48, 2.04], [-6.18, -5.40, -0.48], [-6.41, -2.39, 4.64], [2.16, -0.96, 3.86], [-2.78, -0.01, -2.54], [1.23, -2.52, -2.42], [1.02, 8.53, 3.64], [-2.75, -7.21, -4.76], [-3.76, 0.61, -1.58], [1.39, -4.12, -2.57], [-6.85, -4.05, -0.61], [1.17, 4.25, 1.70], [0.52, -0.89, 3.82], [-5.53, -2.76, 5.81], [0.58, -4.81, 4.71], [1.34, -0.02, -3.19], [1.14, -5.43, -2.57], [3.65, 7.88, -1.90], [-1.59, -6.29, -5.07], [0.65, -1.87, -1.03], [3.19, -0.42, 0.90], [1.41, -0.48, -0.59], [1.76, 0.43, -1.67], [-0.64, -5.32, 3.97], [4.75, 2.86, -4.15], [5.00, 7.85, -2.58], [-0.39, 8.80, 3.18], [5.41, 4.10, -4.70], [-0.20, 4.73, 2.13], [1.59, -1.61, -3.50], [-0.83, 7.99, 2.61], [4.05, -2.41, 1.48], [1.37, -2.70, -6.08], [-1.43, -4.58, 3.89], [3.69, 0.60, 1.18], [-7.90, -4.17, -0.86], [3.96, 3.13, -3.44], [-4.47, 1.24, -2.11], [-2.34, 0.75, -3.19], [2.92, -0.97, -5.74], [3.69, -0.76, -0.09], [2.63, 0.08, 3.61], [-5.87, -2.28, 3.70], [-1.61, -5.98, -6.11], [-3.71, -6.69, -4.71], [5.15, 6.96, -3.18], [-3.28, 1.20, -0.79], [2.86, 8.08, -2.63], [-3.21, -0.80, -3.15], [1.13, -4.10, 4.09], [4.78, 4.65, -5.40], [-6.47, -5.94, 0.42], [1.25, -5.61, 5.03], [1.24, 4.07, 0.62], [-5.20, -3.80, 5.72], [5.72, 4.77, -3.89], [-2.81, -8.01, -5.50], [2.54, -1.21, 4.94], [0.73, -6.51, -2.68], [0.19, -1.96, 3.47], [-6.00, -2.61, 6.78], [-7.21, -3.13, 4.51], [-0.62, -6.74, -4.85], [-6.37, -3.40, -1.34], [-0.36, -5.68, 2.98], [3.58, 8.62, -1.10], [5.45, 2.17, -3.68], [0.19, -0.14, 3.01], [0.14, -0.63, 4.87], [-1.04, 9.02, 4.04], [-0.36, 5.76, 1.81], [-6.38, -6.02, -1.36], [5.14, 8.74, -3.20], [1.54, 9.43, 3.98], [1.93, 4.97, 2.00], [4.50, -1.02, 2.64], [-0.36, 4.65, 3.21], [1.03, 7.79, 4.44]], "lowdin_charge": [0.65, 0.62, 0.60, 0.61, 0.64, 0.65, 0.59, 0.59, 0.63, 0.62, 0.59, 0.60, 1.15, 0.59, 0.60, 0.61, 0.70, 0.61, 0.77, 0.07, 0.38, -0.18, -0.14, 0.00, -0.21, -0.17, -0.69, -0.73, -0.24, -0.58, -0.12, -0.67, -0.69, -0.67, -0.10, -0.69, -0.72, -0.08, -0.69, -0.69, -0.35, 0.07, -0.67, -0.68, -0.42, -0.19, -0.21, -0.42, -0.69, -0.71, -0.69, -0.70, -0.70, -0.71, -0.26, 0.04, 0.14, -0.01, 0.05, 0.10, 0.06, -0.04, 0.06, 0.06, -0.05, 0.14, 0.08, 0.00, 0.06, 0.05, 0.03, 0.04, 0.06, 0.06, 0.04, 0.05, 0.05, 0.05, 0.01, 0.06, 0.04, 0.06, 0.13, 0.07, 0.08, 0.05, 0.05, 0.04, 0.03, 0.06, 0.05, 0.06, 0.05, 0.07, 0.06, 0.02, 0.06, 0.06, 0.05, -0.01, 0.13, 0.06, 0.06], "total_charge": 0, "orbital_gap_ev": 6.5, "homo_energy_ev": -8.58, "energy_ha": -51118.26080}


{"formula": "C30H48BrN3P2Pt", "method": "ωB97M-V with the def2-TZVPD basis set", "elements": ["Pt", "Br", "P", "P", "N", "N", "N", "C", "C", "C", "C", "C", "C", "C", "C", "C", "C", "C", "C", "C", "C", "C", "C", "C", "C", "C", "C", "C", "C", "C", "C", "C", "C", "C", "C", "C", "C", "H", "H", "H", "H", "H", "H", "H", "H", "H", "H", "H", "H", "H", "H", "H", "H", "H", "H", "H", "H", "H", "H", "H", "H", "H", "H", "H", "H", "H", "H", "H", "H", "H", "H", "H", "H", "H", "H", "H", "H", "H", "H", "H", "H", "H", "H", "H", "H"], "xyz": [[-0.85, 0.01, 0.57], [2.43, 3.69, -0.45], [3.28, -0.88, 0.28], [-0.52, -2.09, -0.08], [-6.23, 4.57, -4.83], [-0.91, 0.50, 2.53], [0.16, 0.86, 3.29], [4.11, 0.76, 0.49], [0.93, 1.59, -1.72], [-3.29, -2.27, -0.54], [-2.76, 1.73, -2.02], [-0.22, 1.18, 4.55], [-4.66, 2.89, -4.12], [0.00, 2.53, 0.34], [3.78, -2.10, 1.63], [5.56, 1.12, 0.14], [0.69, 1.68, 5.60], [3.99, -1.28, -1.43], [1.00, 2.57, -0.66], [-2.00, 0.52, 3.33], [-6.15, 5.10, -3.61], [0.76, -2.65, -2.58], [0.96, -2.37, -1.11], [-3.64, 2.78, -1.80], [-1.60, 0.98, 4.59], [-5.27, 4.62, -2.62], [-1.94, -2.25, -1.25], [-4.52, 3.41, -2.81], [-1.21, -4.54, 1.25], [-0.33, 1.22, -2.16], [-5.46, 3.51, -5.10], [5.00, -2.01, 2.59], [-0.29, -3.33, 1.25], [-1.48, 1.61, -1.42], [-3.29, 0.06, 2.79], [5.25, -2.07, -1.73], [-1.30, 2.00, -0.03], [1.11, 0.91, 2.92], [-3.26, -1.67, 0.39], [1.53, -1.43, -0.93], [-4.04, -1.82, -1.21], [-2.15, 2.48, 0.46], [-1.89, -1.35, -1.88], [5.20, -0.97, 2.89], [0.76, -3.65, 1.17], [6.15, -1.48, -1.54], [-2.27, 1.17, 5.41], [0.57, 1.07, 6.51], [-3.38, -1.03, 2.82], [-1.80, -3.12, -1.91], [0.35, -1.78, -3.11], [-2.99, 1.06, -2.85], [1.74, 1.64, 5.29], [5.28, -3.01, -1.16], [-5.51, 3.14, -6.13], [3.46, 1.40, -0.14], [3.89, -3.06, 1.09], [2.88, -2.16, 2.28], [0.07, 2.99, 1.31], [-6.82, 5.95, -3.44], [1.53, -3.19, -0.64], [3.19, -1.84, -1.94], [4.05, -0.31, -1.96], [-3.45, 0.37, 1.75], [-3.59, -3.30, -0.29], [-0.80, -5.30, 1.91], [-0.36, -2.77, 2.19], [4.78, -2.62, 3.50], [1.81, 1.19, -2.24], [6.33, 0.59, 0.74], [5.26, -2.32, -2.80], [-4.17, 1.97, -4.44], [3.89, 1.06, 1.52], [5.69, 2.19, 0.39], [1.72, -2.90, -3.06], [-4.08, 0.48, 3.42], [5.89, -2.49, 2.15], [-5.23, 5.21, -1.72], [5.78, 1.01, -0.93], [-2.21, -4.28, 1.63], [0.42, 2.72, 5.86], [0.10, -3.50, -2.73], [-3.64, 3.32, -0.84], [-1.32, -4.98, 0.25], [-0.44, 0.72, -3.12]], "lowdin_spin": [0.58, 0.01, 0.51, 0.08, 0.00, 0.09, 0.01, 0.06, 0.09, 0.00, 0.00, 0.00, 0.00, 0.07, 0.08, 0.03, 0.00, 0.05, 0.02, 0.01, 0.00, 0.01, 0.07, 0.01, 0.00, 0.00, 0.03, 0.00, 0.00, 0.03, 0.00, 0.02, 0.00, 0.02, 0.00, 0.02, 0.00, 0.00, 0.00, 0.03, 0.00, 0.00, 0.01, 0.00, 0.00, 0.00, 0.00, 0.00, 0.00, 0.00, 0.00, 0.00, 0.00, 0.00, 0.00, 0.01, 0.00, 0.01, 0.00, 0.00, 0.00, 0.00, 0.00, 0.00, 0.00, 0.00, 0.00, 0.00, 0.00, 0.00, 0.00, 0.00, 0.00, 0.00, 0.00, 0.00, 0.00, 0.00, 0.00, 0.00, 0.00, 0.00, 0.00, 0.00, 0.00], "total_charge": 2, "orbital_gap_ev": [7.1, 3.5], "s2": 2.0161, "homo_energy_ev": [-12.65, -12.57], "energy_ha": -4711.53302, "multiplicity": 3}